Entry 1:
Here is a cluster of 2 separate species, C4H12 in total in a non-equilibrium geometry from OMol25. Energies are from wB97M-V/def2-TZVPD.

Maximum force   8.95 eV Å⁻¹
Orbital gap   12.197 eV
LUMO energy   1.10 eV

Atoms and positions in Å:
C (-0.48452, -1.34557, -1.78080)
C (0.10074, -2.45794, -0.89737)
H (-1.27134, -0.71604, -1.38600)
H (0.19464, -0.46181, -2.04035)
H (-0.77578, -1.55531, -2.81724)
H (-0.61219, -2.96242, -0.21757)
H (0.43811, -3.27920, -1.42024)
H (1.00752, -2.14235, -0.28284)
C (0.68264, 1.57968, 0.86674)
C (-0.26140, 2.10052, 1.91972)
H (0.48216, 0.43728, 0.76815)
H (0.44871, 1.98965, -0.29199)
H (1.54514, 1.89504, 1.11879)
H (0.13509, 1.86442, 2.87012)
H (-1.27589, 1.84935, 1.57154)
H (-0.35363, 3.20470, 2.01933)

Force components x, y, z for each atom (eV/Å):
1.060 2.252 -1.092
0.071 1.496 1.837
-0.659 -0.588 0.648
0.173 -1.418 0.742
-0.232 -0.933 0.418
0.007 0.850 -0.098
0.924 -1.572 -1.787
-1.341 -0.073 -0.655
-7.107 -2.287 -4.931
-1.361 1.914 -1.699
1.073 1.902 0.302
0.497 -0.867 3.166
6.701 1.319 1.260
-0.463 -1.149 1.238
0.113 -0.551 1.280
0.543 -0.299 -0.630

=====

Entry 2:
Here is a cluster of 2 separate species, C4H12 in total in a non-equilibrium geometry from OMol25. Energies are from wB97M-V/def2-TZVPD.

⟨S²⟩   0.7528
Maximum force   4.40 eV Å⁻¹
Orbital gap (spin up / spin down)   14.084 / 3.397 eV
2S+1   2
Charge   +1
LUMO energy (spin up / spin down)   -2.92 / -11.60 eV

Atoms and positions in Å:
C (-0.02186, 2.06921, 0.04386)
C (0.78079, 1.99427, 1.35865)
H (0.63577, 1.51161, -0.80564)
H (-1.03770, 1.91169, 0.37513)
H (-0.01377, 3.14576, -0.30513)
H (0.83908, 0.99008, 1.46273)
H (0.48045, 2.64325, 2.21815)
H (1.86543, 2.16933, 1.19101)
C (-0.90765, -1.89098, -0.09141)
C (-0.04401, -2.20819, -1.26130)
H (-0.49805, -2.54640, 0.76553)
H (-0.78239, -0.87328, 0.16564)
H (-2.05542, -1.89503, -0.26648)
H (-0.47593, -2.00583, -2.27069)
H (0.95115, -1.79416, -1.30249)
H (0.28411, -3.22134, -1.27758)

Force components x, y, z for each atom (eV/Å):
3.812 0.154 0.417
-0.001 4.068 -1.674
-2.327 0.981 1.752
-0.977 -0.366 -0.839
-0.367 -0.302 -0.269
0.243 -3.823 1.596
-0.239 -1.072 -0.771
-0.128 0.202 -0.138
0.211 -3.464 -0.055
-2.367 0.777 -1.675
-1.229 1.343 -0.855
0.178 2.417 0.738
1.651 -0.244 0.230
0.155 0.157 0.855
1.051 0.748 0.379
0.336 -1.575 0.307

=====

Entry 3:
Here is a cluster of 2 separate species, C4H12 in total in a non-equilibrium geometry from OMol25. Energies are from wB97M-V/def2-TZVPD.

⟨S²⟩   0.7533
Maximum force   1.29 eV Å⁻¹
Orbital gap (spin up / spin down)   13.342 / 4.186 eV
2S+1   2
Charge   +1
LUMO energy (spin up / spin down)   -3.10 / -11.36 eV

Atoms and positions in Å:
C (0.96798, 0.75116, 0.29828)
C (1.59627, 2.01790, 0.62930)
H (0.05838, 0.84371, -0.27335)
H (1.62800, -0.01031, -0.20255)
H (0.75665, 0.18616, 1.25905)
H (2.38539, 1.96298, 1.36696)
H (0.87125, 2.81743, 0.81340)
H (2.09801, 2.47513, -0.28434)
C (-0.92842, -1.40704, -1.09572)
C (-1.66690, -1.31468, 0.22123)
H (-1.35858, -2.12187, -1.82373)
H (-0.99471, -0.47839, -1.68226)
H (0.08470, -1.78639, -0.93810)
H (-1.57285, -0.32463, 0.68239)
H (-1.21252, -2.00573, 0.92457)
H (-2.71265, -1.60542, 0.10487)

Force components x, y, z for each atom (eV/Å):
-0.369 0.675 -0.329
0.147 -0.231 0.000
-0.151 0.060 -0.051
0.059 -0.273 0.437
0.111 -0.443 -0.124
0.257 -0.010 0.118
-0.128 0.253 -0.016
-0.080 -0.001 -0.041
-0.315 0.000 -0.124
0.989 -0.765 -0.302
-0.010 -0.098 0.248
0.183 -0.020 0.092
0.164 0.205 -0.233
-0.459 0.288 0.065
-0.118 -0.162 0.164
-0.280 0.522 0.095

=====

Entry 4:
Here is a cluster of 2 separate species, C4H12 in total in a non-equilibrium geometry from OMol25. Energies are from wB97M-V/def2-TZVPD.

⟨S²⟩   0.7544
Maximum force   5.38 eV Å⁻¹
Orbital gap (spin up / spin down)   13.422 / 4.381 eV
2S+1   2
Charge   +1
LUMO energy (spin up / spin down)   -3.10 / -11.39 eV

Atoms and positions in Å:
C (-0.61212, -1.33069, 0.53581)
C (-1.79838, -1.74007, -0.56022)
H (-0.84520, -1.84104, 1.47127)
H (0.35292, -1.67302, -0.01604)
H (-0.44156, -0.32163, 0.90221)
H (-1.67770, -1.39483, -1.63145)
H (-2.72917, -1.37855, -0.29141)
H (-1.87007, -2.86825, -0.53714)
C (1.46031, 1.43903, -0.68328)
C (1.03836, 1.67012, 0.71079)
H (1.78000, 0.46572, -0.62454)
H (0.55725, 1.36027, -1.40627)
H (2.18284, 2.08743, -1.10059)
H (1.88081, 1.58324, 1.37674)
H (0.21044, 1.12006, 0.96067)
H (0.51130, 2.82220, 0.89345)

Force components x, y, z for each atom (eV/Å):
-0.896 -2.629 -3.509
3.088 -0.310 0.120
0.115 -0.224 -0.010
-1.171 0.728 1.272
0.080 1.007 -0.137
0.618 -0.446 1.300
-1.948 0.704 1.109
0.173 1.116 -0.125
-4.623 2.618 -0.831
2.612 2.554 -1.487
1.631 -3.284 -0.167
1.370 0.237 1.112
1.290 0.430 -0.188
0.101 0.453 0.619
-3.022 -1.193 1.130
0.583 -1.760 -0.207

=====

Entry 5:
Here is a cluster of 2 separate species, C4H12 in total in a non-equilibrium geometry from OMol25. Energies are from wB97M-V/def2-TZVPD.

⟨S²⟩   0.7533
Maximum force   1.18 eV Å⁻¹
Orbital gap (spin up / spin down)   13.911 / 3.688 eV
2S+1   2
Charge   +1
LUMO energy (spin up / spin down)   -2.92 / -11.33 eV

Atoms and positions in Å:
C (-1.03253, -1.23787, 1.20363)
C (-0.20873, -2.34836, 0.72459)
H (-0.79139, -0.80930, 2.17698)
H (-1.10377, -0.36626, 0.50880)
H (-2.11029, -1.52764, 1.26074)
H (0.87145, -2.06862, 0.82752)
H (-0.46601, -2.67223, -0.28049)
H (-0.15660, -3.24074, 1.38554)
C (1.22189, 1.44279, -1.31985)
C (0.09540, 2.15893, -0.66543)
H (0.87322, 1.03798, -2.30406)
H (2.02561, 2.13356, -1.56981)
H (1.52561, 0.52622, -0.79822)
H (0.27794, 3.22408, -0.53573)
H (-0.94517, 1.99438, -1.00735)
H (-0.07663, 1.75310, 0.39311)

Force components x, y, z for each atom (eV/Å):
-0.603 0.460 0.825
0.612 0.046 -0.108
0.290 -0.322 -0.005
-0.094 -0.089 -0.246
0.044 0.139 -0.323
-0.055 -0.068 -0.244
0.108 -0.061 0.037
-0.221 0.128 0.052
-0.701 0.671 -0.666
-0.015 0.269 0.306
-0.043 -0.209 0.207
0.263 -0.391 0.393
0.277 -0.144 -0.047
-0.098 -0.048 0.012
0.249 -0.191 -0.170
-0.013 -0.192 -0.023

=====

Entry 6:
Here is a cluster of 2 separate species, C4H12 in total in a non-equilibrium geometry from OMol25. Energies are from wB97M-V/def2-TZVPD.

⟨S²⟩   0.7530
Maximum force   3.31 eV Å⁻¹
Orbital gap (spin up / spin down)   12.430 / 3.918 eV
2S+1   2
Charge   +1
LUMO energy (spin up / spin down)   -3.26 / -11.48 eV

Atoms and positions in Å:
C (-0.86916, -0.50367, -1.34270)
C (-1.75195, -1.51773, -0.56740)
H (-1.11231, -0.41944, -2.35967)
H (-0.69263, 0.37721, -0.76525)
H (0.07634, -0.92962, -1.43512)
H (-2.89698, -1.14964, -0.49454)
H (-1.89994, -2.43571, -1.17279)
H (-1.35872, -1.78225, 0.48921)
C (1.26440, 0.40311, 0.66404)
C (1.44996, 1.74234, 1.27686)
H (1.96004, -0.37554, 1.18571)
H (0.18331, 0.08503, 0.89522)
H (1.31612, 0.33427, -0.49196)
H (2.35296, 2.15932, 0.88202)
H (1.33377, 1.45911, 2.28586)
H (0.64480, 2.55321, 0.95050)

Force components x, y, z for each atom (eV/Å):
-0.823 -2.998 1.145
-2.174 0.846 0.784
-1.084 1.110 -1.197
-0.386 1.612 0.433
1.891 -0.970 0.072
2.614 -0.612 0.202
0.457 0.294 0.274
-0.704 0.446 -1.814
0.491 0.031 -2.267
-2.454 -0.855 -1.668
-1.338 0.149 -0.830
0.537 -0.184 0.826
0.970 0.289 1.972
0.956 0.701 -0.485
-0.159 0.899 1.691
1.204 -0.759 0.862

=====

Q: Which formula does entry 4 have?
A: C4H12

=====

Q: Which value of maximum force does entry 2 give?
A: 4.40 eV Å⁻¹